No. 1
The following is a DFT calculation (ωB97M-V/def2-TZVPD) of a 12-piece molecular cluster, C54H120B6F24N6 overall at a distorted geometry.

Its max |F| is 4.8 eV/Å. For the HOMO-LUMO gap, the calculation gives 11.1 eV. The value obtained for the electronic energy is -136200.912 eV. As for the energy above the lowest of the compared OMol25 structures with the same formula, charge and spin: 0.0 kcal per mole.

Geometry as ORCA input:
```
! wB97M-V def2-TZVPD RIJCOSX def2/J DEFGRID3
* xyz 0 1
C 10.99936 20.72271 15.97712
C 9.84678 19.93644 16.60878
C 9.94353 18.40302 16.30278
C 9.91446 18.04329 14.84387
N 10.44982 16.56974 14.68820
C 10.21393 15.99430 13.28401
C 11.47242 15.05867 13.02371
C 12.48101 15.25749 14.15698
C 11.87571 16.52621 14.83635
C 9.76955 15.72067 15.70323
H 11.98565 20.42996 16.35789
H 10.90011 21.81014 16.22409
H 10.87717 20.58238 14.93911
H 8.96124 20.38269 16.17298
H 9.82702 20.08075 17.68627
H 9.20461 17.92293 16.89872
H 10.94518 18.16424 16.71767
H 10.40247 18.64397 14.11786
H 8.89035 17.96009 14.48706
H 9.18939 15.57363 13.19008
H 10.27065 16.85884 12.65346
H 11.16043 14.03329 12.95208
H 11.87302 15.39545 12.04022
H 12.49583 14.44140 14.90782
H 13.50986 15.51036 13.92571
H 12.09774 16.68234 15.92665
H 12.23430 17.46298 14.36388
H 8.76210 16.13269 15.82124
H 10.29850 15.75076 16.64678
H 9.68270 14.69493 15.32745
C 12.87591 12.50717 10.88762
C 13.58697 11.49267 11.78465
C 13.68789 11.93973 13.28270
C 14.59584 10.86187 13.88318
N 14.92836 10.90760 15.30432
C 15.23661 12.36474 15.69317
C 16.06822 12.35873 16.93933
C 16.98552 11.08348 16.67477
C 16.21322 10.18873 15.70870
C 13.70478 10.53236 16.17920
H 13.33570 13.52668 10.91490
H 11.87491 12.72447 11.23882
H 12.82908 12.19954 9.87587
H 14.54939 11.20648 11.45668
H 13.12806 10.45198 11.74292
H 12.70176 11.96213 13.80123
H 14.19936 12.90317 13.44920
H 15.58408 11.10530 13.37971
H 14.29736 9.85498 13.58558
H 14.33827 12.98695 15.86958
H 15.87727 12.76202 14.86046
H 15.42152 12.15082 17.78330
H 16.65034 13.28183 16.99086
H 17.28866 10.55713 17.58746
H 17.85486 11.42288 16.17408
H 15.87093 9.22978 16.02309
H 16.81900 10.03895 14.78744
H 13.30087 9.56403 15.90214
H 13.08065 11.31792 16.18034
H 14.05436 10.39825 17.21826
C 9.80250 16.79156 22.22953
C 10.84672 17.27658 23.14627
C 12.11961 16.40415 23.18465
C 12.71672 16.32192 21.77921
N 14.05457 15.59390 21.74526
C 14.57567 15.52873 20.30143
C 15.46323 14.22887 20.29103
C 15.24841 13.56063 21.69394
C 13.89639 14.11919 22.17045
C 15.08309 16.23214 22.55870
H 9.13967 17.61139 21.86072
H 9.15734 16.03295 22.65373
H 10.18528 16.28769 21.36122
H 10.41674 17.42841 24.11423
H 11.21678 18.23491 22.75086
H 11.97457 15.43406 23.65792
H 12.87125 16.84341 23.84407
H 13.02620 17.28452 21.36921
H 12.04604 15.80830 21.06090
H 15.03905 16.51346 20.23867
H 13.74572 15.44914 19.54563
H 16.53236 14.34499 20.04592
H 14.99972 13.49794 19.59365
H 16.09692 13.86234 22.32922
H 15.22731 12.45619 21.64505
H 13.57096 14.08950 23.19869
H 13.15741 13.68768 21.47690
H 15.99970 15.78567 22.27473
H 14.78833 15.91840 23.56068
H 15.16537 17.29358 22.40711
C 18.91614 21.15788 17.83956
C 19.77712 19.85708 18.05966
C 18.93588 18.65035 18.08696
C 18.01629 18.73247 16.86523
N 17.47380 17.39464 16.56169
C 18.50416 16.36005 16.09996
C 17.82530 15.56916 14.99456
C 16.38099 15.99099 14.87866
C 16.38654 17.38233 15.49318
C 16.72888 16.94356 17.83544
H 19.67785 21.95693 17.88411
H 18.20004 21.41032 18.59601
H 18.53671 21.11648 16.82483
H 20.27690 20.00832 19.04976
H 20.58682 19.77236 17.30001
H 18.27977 18.62727 18.98851
H 19.56024 17.72969 18.10400
H 18.60919 18.99644 15.96006
H 17.17266 19.41595 17.04126
H 18.79062 15.82670 17.01925
H 19.36432 16.86907 15.77161
H 17.86000 14.48478 15.15211
H 18.23850 15.68072 13.96626
H 15.70174 15.28614 15.40174
H 16.04740 16.17341 13.84605
H 15.44363 17.80069 15.81853
H 16.77330 18.06197 14.75257
H 16.18494 17.81543 18.20694
H 17.48934 16.64056 18.56370
H 16.03933 16.16850 17.59169
C 18.33970 21.42975 12.09998
C 17.75771 20.62466 10.85822
C 17.72345 19.13924 11.26784
C 17.30617 18.27255 10.06802
N 17.79839 16.76620 10.16762
C 17.28400 16.02435 8.95319
C 18.26078 14.78916 8.84981
C 19.60845 15.33215 9.41907
C 19.28727 16.69344 9.99613
C 17.27476 16.08760 11.42573
H 17.65477 21.30868 12.97907
H 18.36559 22.52374 11.91161
H 19.33584 21.01283 12.25839
H 18.37223 20.70776 9.96968
H 16.75196 21.06984 10.62027
H 16.95548 18.96592 11.99421
H 18.64276 18.85293 11.74148
H 17.87070 18.51986 9.16462
H 16.23300 18.17766 9.92729
H 16.24763 15.69740 9.05848
H 17.34204 16.70775 8.13680
H 17.98705 13.93763 9.47440
H 18.39625 14.53773 7.81055
H 19.89709 14.67964 10.22020
H 20.47163 15.47984 8.70439
H 19.86444 16.86863 10.94181
H 19.55340 17.49200 9.32088
H 17.77181 15.18554 11.59190
H 16.15683 16.07929 11.33977
H 17.57370 16.68920 12.32287
C 20.61372 11.43517 14.32569
C 20.41241 12.81887 14.96658
C 21.75918 13.33496 15.49954
C 21.55504 14.77266 16.04315
N 22.74987 15.51481 16.54423
C 22.28390 16.79728 17.27453
C 23.53258 17.65820 17.32589
C 24.14976 17.44731 15.93000
C 23.74103 15.96455 15.49188
C 23.38372 14.66624 17.64690
H 21.13331 10.75550 15.00024
H 21.31572 11.50411 13.50626
H 19.71422 11.04928 13.88470
H 19.65528 12.64571 15.68271
H 19.98204 13.41204 14.24696
H 22.50633 13.36991 14.67302
H 22.16061 12.57019 16.14737
H 20.86770 14.71084 16.92306
H 21.18074 15.34112 15.11190
H 21.79631 16.44821 18.16768
H 21.45848 17.27701 16.76009
H 24.14787 17.35886 18.16105
H 23.25994 18.68588 17.62565
H 25.23258 17.56697 15.97668
H 23.70435 18.07831 15.14267
H 24.55827 15.18120 15.34673
H 23.15706 15.99182 14.56593
H 24.25561 15.20543 17.93937
H 23.66047 13.72665 17.20307
H 22.65295 14.60266 18.45064
B 20.49961 17.84467 13.43881
F 20.47371 16.52990 13.24001
F 21.48053 18.00823 14.46655
F 20.88196 18.55040 12.32746
F 19.21730 18.28634 13.86810
B 19.26770 14.24474 19.17232
F 20.28983 13.45642 18.65093
F 18.10877 14.10884 18.42844
F 18.96978 13.92660 20.47256
F 19.73442 15.64463 19.15346
B 15.74940 19.35114 20.84649
F 14.51070 18.83673 20.23550
F 16.56326 18.23097 20.84170
F 16.21249 20.38926 20.09608
F 15.48836 19.68890 22.17674
B 17.56560 12.65290 12.17093
F 17.26904 12.40261 10.84962
F 16.55871 13.44220 12.78440
F 17.74864 11.55094 12.98551
F 18.83185 13.37961 12.17389
B 13.75430 17.56890 12.11322
F 13.75252 16.24514 11.67424
F 14.33019 17.54650 13.42196
F 14.57144 18.33862 11.32712
F 12.42478 18.06584 12.14267
B 12.28142 13.89342 17.79684
F 13.41181 14.55299 17.33185
F 11.65297 13.21107 16.70191
F 12.73619 12.89281 18.72889
F 11.42963 14.85530 18.24128
*
```

No. 2
The following is a DFT calculation (ωB97M-V/def2-TZVPD) of a 10-piece molecular cluster, C54H120F9N7O6 overall at a distorted geometry.

Its max |F| is 1.5 eV/Å. For the HOMO-LUMO gap, the calculation gives 8.4 eV. The SMILES is CCOC(=O)C(F)(F)F.CCOC(=O)C(F)(F)F.CCOC(=O)C(F)(F)F.CCN(CC)CC.CCN(CC)CC.CCN(CC)CC.CCN(CC)CC.CCN(CC)CC.CCN(CC)CC.CCN(CC)CC. The value obtained for the electronic energy is -105117.737 eV.

Geometry as ORCA input:
```
! wB97M-V def2-TZVPD RIJCOSX def2/J DEFGRID3
* xyz 0 1
C -4.19468 -5.40910 -5.47764
C -3.56829 -6.07048 -4.27387
O -2.13783 -5.83304 -4.28190
C -1.64947 -5.00225 -3.39876
O -2.24547 -4.38578 -2.55935
C -0.11494 -4.85620 -3.53088
F 0.22932 -3.57116 -3.63107
F 0.46495 -5.34098 -2.42604
F 0.37222 -5.51081 -4.58079
H -5.26163 -5.63095 -5.47564
H -3.75809 -5.72638 -6.42381
H -4.04445 -4.33060 -5.41618
H -3.68013 -7.14949 -4.27793
H -4.00088 -5.61793 -3.38507
C -1.77798 -3.87985 1.17416
C -2.23321 -5.28953 0.84700
O -1.13799 -6.10018 0.38039
C -0.53501 -6.87151 1.26213
O -0.82409 -7.02116 2.41014
C 0.61218 -7.66762 0.59119
F 1.03960 -7.08278 -0.52593
F 1.64028 -7.75770 1.43455
F 0.20319 -8.90501 0.28679
H -1.54340 -3.36205 0.24161
H -0.87965 -3.88937 1.78854
H -2.60504 -3.35330 1.64756
H -2.97563 -5.30471 0.05197
H -2.70044 -5.75226 1.71838
C -2.35512 -1.51322 -5.02476
C -3.77753 -1.30711 -4.57510
O -4.12444 0.08377 -4.45012
C -4.50851 0.69980 -5.55140
O -4.59064 0.23781 -6.64795
C -4.85588 2.17942 -5.27488
F -6.14390 2.39935 -5.52506
F -4.60283 2.55061 -4.01653
F -4.12773 2.95236 -6.07919
H -1.66273 -0.88251 -4.46499
H -2.16020 -1.25444 -6.06704
H -2.07539 -2.55308 -4.85895
H -3.93821 -1.78572 -3.61113
H -4.48108 -1.77582 -5.26706
C 2.01410 -1.98491 3.78403
C 2.22388 -0.81926 4.74018
N 1.22617 -0.72482 5.81195
C 1.38570 0.55327 6.48971
C 0.87046 1.72797 5.67439
C 1.39504 -1.83783 6.74917
C 0.16988 -2.05446 7.62301
H 0.96437 -2.09136 3.50395
H 2.33555 -2.93390 4.21786
H 2.63171 -1.88757 2.89219
H 3.23472 -0.86851 5.18316
H 2.17071 0.08486 4.12893
H 0.82326 0.51709 7.42434
H 2.42740 0.76927 6.79439
H 0.58779 2.56820 6.31282
H 1.57573 2.10442 4.92921
H -0.02977 1.47054 5.10777
H 2.28547 -1.67979 7.38357
H 1.58579 -2.73484 6.16324
H 0.01260 -1.19983 8.27995
H 0.29652 -2.93845 8.25196
H -0.72142 -2.22681 7.02085
C 1.65754 -3.44079 0.14035
C 2.47044 -4.57489 0.73547
N 3.64702 -4.09174 1.46308
C 4.29084 -5.20724 2.13939
C 3.56773 -5.69986 3.38479
C 4.62099 -3.39608 0.63267
C 5.44377 -2.38439 1.41722
H 2.18965 -2.83459 -0.58699
H 1.29578 -2.79943 0.94455
H 0.76255 -3.83517 -0.35066
H 1.81882 -5.06475 1.46146
H 2.79095 -5.31523 -0.01762
H 4.41703 -6.05537 1.43725
H 5.29954 -4.90686 2.43363
H 4.14589 -6.49080 3.86343
H 3.42034 -4.89029 4.10156
H 2.57545 -6.10691 3.17780
H 4.13351 -2.87426 -0.19171
H 5.25621 -4.13429 0.10418
H 6.20311 -2.83746 2.05641
H 4.79294 -1.78027 2.05094
H 5.95409 -1.70229 0.73357
C -8.30646 0.34929 0.46920
C -7.23123 0.54356 1.52972
N -5.90750 0.78886 0.97155
C -4.99660 1.20753 2.05620
C -3.81926 2.00568 1.51616
C -5.40754 -0.40412 0.28665
C -5.48965 -0.26989 -1.22476
H -8.25017 1.10726 -0.30932
H -9.29100 0.32165 0.94087
H -8.22033 -0.62671 -0.02057
H -7.52869 1.38115 2.16191
H -7.23368 -0.34765 2.18439
H -5.55268 1.83932 2.74855
H -4.64617 0.32088 2.60586
H -4.17022 2.82142 0.88304
H -3.17524 2.37232 2.31748
H -3.18135 1.39260 0.87623
H -5.91924 -1.32395 0.60904
H -4.35935 -0.56807 0.56207
H -5.11665 -1.08262 -1.84619
H -5.02254 0.66859 -1.53312
H -6.53960 -0.14106 -1.50570
C 1.58817 3.86644 2.73874
C 2.77139 4.82493 2.78426
N 3.75123 4.66267 1.72431
C 4.37972 3.36867 1.66770
C 4.93305 2.90773 3.02063
C 3.22563 5.08003 0.42101
C 4.30824 5.18800 -0.63047
H 1.03641 3.90392 1.79827
H 0.93814 3.98996 3.60257
H 1.99711 2.84815 2.75601
H 2.44237 5.86825 2.78730
H 3.27696 4.70632 3.74621
H 5.21851 3.41264 0.97337
H 3.69314 2.58788 1.28016
H 5.62760 2.08108 2.86839
H 4.15238 2.56785 3.70235
H 5.46969 3.73273 3.49213
H 2.43636 4.37696 0.10584
H 2.79197 6.07088 0.57572
H 3.93324 5.69369 -1.52470
H 5.19736 5.69203 -0.25471
H 4.61992 4.20977 -1.01183
C -1.22739 -1.29517 -1.57317
C -1.37450 -0.08898 -0.65008
N -0.26488 0.83545 -0.82334
C -0.55812 2.01858 -1.61110
C -1.00528 1.72100 -3.03285
C 0.35166 1.21873 0.44459
C 1.01373 0.07924 1.17261
H -0.54031 -2.01967 -1.13134
H -0.81112 -0.98002 -2.52503
H -2.18291 -1.79722 -1.75064
H -2.31866 0.42766 -0.88098
H -1.44192 -0.42367 0.38545
H -1.35950 2.59994 -1.10931
H 0.31289 2.67542 -1.60833
H -1.94648 1.15804 -3.01291
H -1.18922 2.63953 -3.58577
H -0.29835 1.05072 -3.52969
H -0.41665 1.66014 1.11263
H 1.10383 1.99032 0.26660
H 0.43730 -0.82706 1.35951
H 1.36431 0.37568 2.17002
H 1.94328 -0.24467 0.69020
C 2.45788 -1.02117 -3.10443
C 3.07902 -0.05255 -2.07756
N 3.98635 0.92652 -2.67937
C 5.14553 1.14093 -1.83567
C 6.11775 -0.03799 -1.91135
C 3.24975 2.16443 -2.92231
C 3.97739 3.12190 -3.85302
H 1.78636 -0.45049 -3.74393
H 1.94084 -1.82148 -2.57455
H 3.25741 -1.51817 -3.65594
H 2.24525 0.43508 -1.55414
H 3.61894 -0.66833 -1.35385
H 5.75130 1.98326 -2.18061
H 4.90520 1.36733 -0.78146
H 7.07758 0.17328 -1.43412
H 5.73455 -0.94002 -1.42921
H 6.31481 -0.25800 -2.96083
H 2.99793 2.68973 -1.98130
H 2.29419 1.90900 -3.39086
H 3.34841 3.98186 -4.09094
H 4.25728 2.62505 -4.78171
H 4.88733 3.50919 -3.39151
C -3.76768 6.43143 -1.41217
C -2.81893 5.24742 -1.42006
N -1.45722 5.50122 -1.01911
C -0.71750 6.37118 -1.92463
C 0.73104 5.89708 -2.08223
C -1.28469 5.84977 0.37403
C -1.92206 4.85885 1.33196
H -3.52230 7.20309 -2.14356
H -3.76934 6.91593 -0.43170
H -4.78523 6.08867 -1.61211
H -3.25190 4.43907 -0.82066
H -2.81676 4.76007 -2.40540
H -1.18859 6.33944 -2.90858
H -0.70242 7.40882 -1.56028
H 1.28098 6.16209 -1.17542
H 0.80801 4.81488 -2.18090
H 1.22822 6.39346 -2.91671
H -1.61186 6.87635 0.62266
H -0.20437 5.82855 0.55883
H -1.62414 3.84593 1.05549
H -3.00861 4.91511 1.38930
H -1.54995 5.07230 2.33754
*
```